(one)
16
Properties=species:S:1:pos:R:3 method="wB97M-V/def2-TZVPD" smiles="CC(C)([NH3+])C=O" gap_ha=0.384 charge=+1 lumo_energy_ev=-3.938
C 1.854 0.104 -0.760
C -0.308 1.285 0.401
C -0.673 -0.729 -1.097
C 0.177 -0.126 -0.074
N 0.471 -0.844 1.202
O 2.754 0.329 -0.002
H 1.908 -0.254 -1.788
H -0.542 1.971 -0.484
H 0.491 1.776 0.916
H -1.127 1.191 1.054
H -1.616 -1.183 -0.884
H -0.246 -1.576 -1.578
H -0.892 0.005 -1.761
H 1.265 -0.391 1.820
H 0.622 -1.800 0.946
H -0.317 -0.909 1.980

---

(two)
16
Properties=species:S:1:pos:R:3 method="wB97M-V/def2-TZVPD" smiles=CC1(C)[NH2+][C@@H]1O gap_ha=0.459 charge=+1 lumo_energy_ev=-3.274
C 1.091 0.478 0.389
C -0.104 -0.235 -0.008
C -0.799 -0.208 -1.379
C -0.554 -1.343 0.810
N -0.173 1.117 0.712
O 1.768 1.269 -0.667
H 1.717 0.067 1.183
H -0.518 0.721 -1.880
H -1.863 -0.134 -1.220
H -0.360 -1.042 -1.906
H 0.324 -1.779 1.403
H -0.963 -2.088 0.047
H -1.406 -1.019 1.452
H -0.567 1.106 1.711
H -0.315 1.985 0.110
H 2.722 1.104 -0.758

---

(three)
16
Properties=species:S:1:pos:R:3 method="wB97M-V/def2-TZVPD" gap_ha=0.348 charge=+1 lumo_energy_ev=-4.673
C 1.274 1.328 2.018
C 0.485 0.845 0.862
C 0.877 -0.125 0.050
N 0.014 -0.464 -1.063
C 0.501 -1.120 -2.029
H 1.785 2.289 1.976
H 0.693 1.335 2.938
H 2.212 0.752 2.123
H -0.449 1.401 0.832
H 1.844 -0.601 0.075
H -0.964 -0.154 -0.890
H -0.122 -1.411 -2.872
H 1.447 -1.644 -2.026
H -3.175 0.083 -0.416
H -2.648 -0.931 0.763
O -2.443 -0.422 -0.048

---

Tell me which of them is the most stable. Sure, it is (three).

---

(one)
15
Properties=species:S:1:pos:R:3 method="wB97M-V/def2-TZVPD" gap_ha=0.335 charge=+1 lumo_energy_ev=-6.391
C -3.620 0.099 0.379
C 0.971 0.919 -0.148
C 1.230 2.019 0.522
C 1.343 0.104 -1.372
C 0.441 -0.340 -0.254
C 0.077 -1.571 0.243
N -2.477 -0.065 0.392
H -4.630 0.184 0.499
H 0.488 2.244 1.319
H 2.134 2.626 0.185
H 0.795 0.360 -2.230
H 2.231 -0.442 -1.812
H -0.366 -1.607 1.287
H 0.860 -2.320 0.164
H -0.496 -2.249 -0.347

---

(two)
15
Properties=species:S:1:pos:R:3 method="wB97M-V/def2-TZVPD" gap_ha="0.287 / 0.287" charge=+1 lumo_energy_ev="-5.851 / -5.851"
C 3.632 -0.561 -0.879
C 4.463 -1.299 -0.309
C 2.570 -0.463 -1.712
C 1.190 -0.409 -1.318
C 0.731 -0.435 -0.060
C -1.032 0.748 1.180
N -0.690 -0.376 0.273
H 2.763 -0.471 -2.780
H 0.485 -0.334 -2.140
H 1.384 -0.502 0.798
H -0.530 0.624 2.139
H -0.715 1.693 0.740
H -2.108 0.775 1.345
H -1.239 -0.298 -0.598
H -0.961 -1.256 0.736

---

Tell me which of them is the most stable. Sure, it is (one).

---

(one)
15
Properties=species:S:1:pos:R:3 method="wB97M-V/def2-TZVPD" gap_ha=0.230 charge=+1 lumo_energy_ev=-6.779
C -2.520 -0.053 -0.103
C -0.299 -0.942 0.101
C -3.167 0.999 0.035
C -1.744 -1.259 -0.053
C 2.340 -0.520 0.024
C 0.837 -0.709 0.321
N 2.825 0.877 0.037
H -2.943 2.023 -0.274
H -4.085 1.006 0.632
H -2.178 -1.421 1.009
H -2.017 -2.017 -0.746
H 2.776 -0.882 0.908
H 2.543 -1.216 -0.872
H 2.809 1.290 -0.919
H 2.096 1.300 0.528

---

(two)
15
Properties=species:S:1:pos:R:3 method="wB97M-V/def2-TZVPD" gap_ha=0.350 charge=+1 lumo_energy_ev=-4.919
C -0.980 1.610 -0.098
C -2.034 0.670 -0.196
C 0.138 0.974 0.228
C -1.447 -1.722 0.145
C 1.269 0.464 0.566
C 2.301 -0.112 -0.349
N -1.659 -0.518 -0.011
H -1.082 2.667 -0.262
H -3.074 0.889 -0.404
H -1.464 -2.169 1.134
H -1.174 -2.357 -0.693
H 1.501 0.389 1.625
H 2.089 0.127 -1.389
H 2.336 -1.195 -0.223
H 3.281 0.284 -0.076

---

Tell me which of them is the most stable. Sure, it is (two).

---

(one)
6
Properties=species:S:1:pos:R:3 method="wB97M-V/def2-TZVPD" smiles=NP gap_ha=0.362 charge=0 lumo_energy_ev=0.922
N -0.389 -0.237 -0.716
P 0.417 -0.140 0.927
H -1.371 0.443 -0.689
H -0.849 -1.039 -0.870
H 0.501 1.199 0.863
H 1.691 -0.226 0.485

---

(two)
6
Properties=species:S:1:pos:R:3 method="wB97M-V/def2-TZVPD" gap_ha=0.349 charge=0 lumo_energy_ev=0.623
N 0.209 -0.188 -0.693
P -0.578 0.123 0.818
H -0.537 0.441 -1.679
H -0.252 -1.128 -0.809
H 0.455 0.531 1.676
H -0.457 -1.176 1.273

---

(three)
6
Properties=species:S:1:pos:R:3 method="wB97M-V/def2-TZVPD" gap_ha=0.323 charge=0 lumo_energy_ev=0.226
N 0.180 -0.501 0.452
P -0.191 0.491 -0.816
H 0.861 -1.806 0.141
H -0.556 -1.036 0.894
H 0.833 1.608 -0.555
H -1.127 1.245 -0.117

---

Tell me which of them is the most stable. Sure, it is (one).

---

(one)
46
Properties=species:S:1:pos:R:3 method="wB97M-V/def2-TZVPD" smiles="COc1cc([N+](=O)[O-])cc2c1N[C@H]([C@@H]1CC=CCC1)[C@@H]1CC=C[C@H]21" gap_ha=0.290 charge=0 lumo_energy_ev=-0.189
O 6.071 -1.027 -0.738
O 5.631 -3.011 -0.044
O 0.522 -3.169 -0.041
C -4.874 1.090 1.209
C 1.100 2.739 -2.312
C -4.090 2.221 1.422
C 2.179 2.266 -1.581
C 2.917 -2.548 -0.258
C 3.512 -0.194 -0.280
C 1.553 -2.234 -0.159
C 1.183 -0.869 -0.190
C 3.905 -1.540 -0.252
C 2.167 0.146 -0.251
N -0.132 -0.526 -0.123
N 5.266 -1.865 -0.322
C 0.891 -4.545 0.104
C -4.333 -0.239 0.699
C -0.174 2.184 -1.742
C -2.581 2.164 1.297
C 1.754 1.614 -0.308
C -2.833 -0.344 1.032
C -0.537 0.751 0.498
C 0.219 1.890 -0.258
C -2.103 0.890 0.470
H -5.952 1.133 1.380
H 1.151 3.338 -3.219
H -4.565 3.166 1.741
H 3.181 2.535 -1.855
H 3.225 -3.570 -0.262
H 4.199 0.627 -0.337
H -0.766 -1.330 0.001
H 1.289 -4.913 -0.863
H 1.686 -4.663 0.856
H 0.053 -5.207 0.417
H -4.900 -1.073 1.179
H -4.487 -0.345 -0.376
H -0.459 1.268 -2.235
H -1.005 2.894 -1.857
H -2.245 3.073 0.801
H -2.178 2.150 2.313
H 2.256 2.150 0.530
H -2.444 -1.280 0.567
H -2.699 -0.437 2.086
H -0.262 0.799 1.562
H 0.088 2.800 0.304
H -2.381 1.043 -0.604

---

(two)
46
Properties=species:S:1:pos:R:3 method="wB97M-V/def2-TZVPD" smiles="COc1cccc(C(=O)Nc2cccc(C(=O)NCC(C)C)c2)c1" gap_ha=0.335 charge=0 lumo_energy_ev=0.500
C -4.065 -5.590 -0.651
H -3.164 -6.195 -0.792
O -4.014 -4.859 0.551
C -3.000 -3.973 0.730
C -2.011 -3.699 -0.207
C -1.025 -2.759 0.077
C -0.996 -2.117 1.308
C -1.979 -2.400 2.243
C -2.977 -3.308 1.958
H -3.751 -3.532 2.675
H -1.964 -1.906 3.203
H -0.210 -1.416 1.541
C 0.046 -2.549 -0.935
O 0.586 -3.471 -1.513
N 0.464 -1.266 -1.156
C -0.129 -0.048 -0.810
C 0.696 1.054 -0.602
C 0.152 2.291 -0.280
C -1.228 2.429 -0.183
C -2.049 1.337 -0.398
C -1.510 0.103 -0.717
H -2.157 -0.737 -0.911
H -3.120 1.446 -0.334
H -1.637 3.399 0.048
C 0.999 3.507 -0.077
O 0.637 4.614 -0.424
N 2.178 3.277 0.546
H 2.412 2.344 0.840
C 3.146 4.321 0.784
H 2.629 5.265 0.593
C 4.374 4.212 -0.131
C 5.249 5.450 0.043
H 6.115 5.398 -0.613
H 4.690 6.351 -0.197
H 5.601 5.525 1.070
C 5.175 2.947 0.168
H 4.585 2.052 -0.017
H 6.058 2.901 -0.466
H 5.501 2.939 1.206
H 4.019 4.172 -1.166
H 3.461 4.292 1.833
H 1.764 0.937 -0.727
H 1.311 -1.205 -1.711
H -1.977 -4.197 -1.163
H -4.930 -6.245 -0.560
H -4.199 -4.932 -1.516

---

(three)
46
Properties=species:S:1:pos:R:3 method="wB97M-V/def2-TZVPD" smiles="CCCCN(CC)C(=O)c1cc2cc3ccc(OC)cc3nc2o1" gap_ha=0.290 charge=0 lumo_energy_ev=-0.184
C 1.465 3.267 1.620
C 1.808 2.623 0.283
C 2.607 1.335 0.467
H 3.517 1.544 1.033
H 2.015 0.628 1.049
C 2.965 0.708 -0.886
N 3.510 -0.629 -0.768
C 2.805 -1.722 -0.395
O 3.341 -2.804 -0.192
C 1.335 -1.645 -0.227
C 0.585 -2.614 0.370
C -0.769 -2.182 0.302
C -2.003 -2.651 0.697
C -3.121 -1.856 0.408
C -4.437 -2.237 0.765
C -5.500 -1.444 0.471
C -5.320 -0.209 -0.203
C -4.059 0.195 -0.564
C -2.940 -0.610 -0.272
N -1.730 -0.154 -0.658
C -0.718 -0.924 -0.373
O 0.552 -0.616 -0.687
H -3.867 1.122 -1.078
O -6.462 0.482 -0.436
C -6.373 1.719 -1.104
H -5.951 1.600 -2.107
H -5.769 2.435 -0.539
H -7.395 2.087 -1.182
H -6.507 -1.725 0.737
H -4.579 -3.177 1.278
H -2.117 -3.595 1.210
H 0.967 -3.518 0.799
C 4.941 -0.788 -0.953
C 5.758 -0.225 0.206
H 5.440 -0.683 1.139
H 5.644 0.853 0.283
H 6.810 -0.449 0.050
H 5.128 -1.860 -1.041
H 5.225 -0.298 -1.889
H 3.716 1.325 -1.385
H 2.076 0.690 -1.519
H 2.386 3.325 -0.322
H 0.887 2.394 -0.256
H 0.897 4.182 1.469
H 2.371 3.513 2.172
H 0.869 2.589 2.226

---

(four)
46
Properties=species:S:1:pos:R:3 method="wB97M-V/def2-TZVPD" smiles="O=C(O)C[C@@H]1C[C@H]1c1ccc(OCCCNc2ccccn2)cc1" gap_ha=0.309 charge=0 lumo_energy_ev=0.480
O -2.782 7.123 4.497
N 3.062 -4.330 -2.680
O -2.929 6.951 2.191
O 0.352 -0.667 -0.876
C -2.400 6.642 3.424
C 3.515 -4.008 -3.898
C 2.813 -3.323 -1.827
C 3.811 -2.700 -4.291
C 3.066 -1.998 -2.177
C 3.559 -1.686 -3.414
C 1.202 1.281 0.233
C -0.954 0.391 0.868
C 1.034 2.287 1.165
C -1.106 1.354 1.859
C 0.204 0.302 0.099
C -0.067 2.324 2.000
N 2.180 -3.722 -0.683
C -0.302 -1.941 -0.721
C -1.116 5.842 3.418
C 1.765 -2.908 0.482
C 0.242 -2.745 0.489
C -1.068 3.367 4.291
C -0.151 3.419 3.060
C -1.365 4.319 3.118
H -2.336 6.465 1.576
H 3.711 -4.814 -4.596
H 4.118 -2.513 -5.308
H 2.793 -1.198 -1.476
H 3.705 -0.633 -3.690
H 2.069 1.252 -0.390
H -1.759 -0.304 0.716
H 1.788 3.059 1.226
H -2.006 1.377 2.444
H 1.938 -4.709 -0.665
H -1.402 -1.831 -0.678
H -0.075 -2.564 -1.593
H -0.459 6.211 2.637
H -0.638 6.027 4.367
H 2.154 -3.415 1.394
H 2.234 -1.929 0.457
H -0.246 -3.735 0.563
H -0.029 -2.205 1.400
H -0.745 3.824 5.208
H -1.678 2.459 4.435
H 0.835 3.871 3.227
H -2.197 4.074 2.463

---

Tell me which of them is the most stable. Sure, it is (two).

---

(one)
17
Properties=species:S:1:pos:R:3 method="wB97M-V/def2-TZVPD" smiles="C=C.CCC" gap_ha=0.415 charge=0 lumo_energy_ev=1.175
C 2.870 -0.466 -0.356
C 2.446 -1.723 -0.604
H 3.162 0.071 -1.210
H 2.638 0.055 0.580
H 2.364 -2.173 -1.598
H 2.041 -2.225 0.224
C -1.606 0.094 -0.878
C -1.670 0.099 0.657
C -0.980 1.382 1.037
H -2.100 0.933 -1.316
H -0.468 0.168 -1.129
H -2.219 -0.799 -1.065
H -2.776 0.154 1.067
H -1.328 -0.724 1.262
H -1.150 1.739 2.074
H -1.399 2.155 0.338
H 0.174 1.261 0.917

---

(two)
17
Properties=species:S:1:pos:R:3 method="wB97M-V/def2-TZVPD" smiles="C=C.CCC" gap_ha=0.414 charge=0 lumo_energy_ev=1.091
C 2.815 2.303 -0.432
C 2.931 1.458 -1.458
H 1.937 2.106 0.173
H 3.124 3.329 -0.523
H 2.391 0.530 -1.441
H 3.449 1.718 -2.374
C -0.550 -1.493 0.308
C -1.701 -0.669 0.836
C -3.080 -1.285 0.650
H 0.437 -1.252 0.746
H -0.208 -1.336 -0.723
H -0.503 -2.562 0.484
H -1.621 0.347 0.446
H -1.502 -0.509 1.902
H -3.181 -1.602 -0.390
H -3.278 -2.152 1.275
H -3.810 -0.531 0.856

---

Tell me which of them is the most stable. Sure, it is (two).